Entry 1:
{"formula": "C9H23N5O12S", "method": "ωB97M-V with the def2-TZVPD basis set", "s2": 0.75, "charge": -1, "e_lumo_ev": [2.064, 2.060], "gap_ev": [3.15, 6.65], "multiplicity": 2, "e_homo_ev": [-1.1, -4.6], "species": ["C", "N", "O", "O", "H", "H", "H", "C", "N", "O", "O", "H", "H", "H", "C", "N", "O", "O", "H", "H", "H", "C", "N", "O", "O", "H", "H", "H", "C", "N", "O", "O", "H", "H", "H", "C", "C", "C", "S", "O", "O", "C", "H", "H", "H", "H", "H", "H", "H", "H"], "coordinates": [[6.97895, -18.91631, 12.99818], [6.96056, -20.40664, 12.90927], [6.91683, -20.81878, 11.74782], [6.67003, -21.08359, 13.91335], [6.37989, -18.30971, 12.31902], [7.98836, -18.66834, 12.66999], [6.85973, -18.61601, 14.03918], [5.17987, -21.70486, 16.64862], [6.46890, -21.25251, 17.28822], [7.36969, -20.80957, 16.48323], [6.39962, -21.01784, 18.47483], [5.00650, -21.38888, 15.61993], [4.26733, -21.44325, 17.18427], [5.45953, -22.75742, 16.69340], [7.48568, -17.74808, 18.58509], [7.53407, -16.75559, 17.50544], [7.45161, -15.58658, 17.71458], [7.81062, -17.13315, 16.36989], [7.69122, -18.78633, 18.32459], [6.51939, -17.56280, 19.05421], [8.31297, -17.50754, 19.25278], [10.43360, -18.11972, 14.59557], [10.93967, -16.85020, 15.14798], [10.66089, -15.80486, 14.61407], [11.56062, -17.05868, 16.18992], [9.66621, -18.61043, 15.19426], [11.32918, -18.73566, 14.51397], [10.22062, -17.81312, 13.57150], [7.94940, -24.07484, 13.77235], [7.21110, -24.49304, 12.58227], [7.77213, -24.26600, 11.50469], [6.15357, -25.07341, 12.73754], [8.02543, -22.98761, 13.78829], [8.94374, -24.51570, 13.70130], [7.48335, -24.43831, 14.68820], [6.68364, -15.76789, 8.08061], [7.28518, -14.72033, 9.08617], [8.35857, -15.44854, 9.96749], [8.47417, -17.27593, 9.37412], [8.45278, -18.26603, 10.37362], [9.46883, -17.29475, 8.27225], [6.82689, -17.21550, 8.61738], [7.16562, -15.68167, 7.10678], [5.64033, -15.54280, 7.85940], [6.48088, -14.26223, 9.66180], [7.71674, -13.89328, 8.52239], [7.77489, -15.64200, 10.86748], [9.32292, -15.11262, 10.34866], [6.09709, -17.49474, 9.37734], [6.91163, -17.87355, 7.75258]], "lowdin_charge": [0.029, -0.380, 0.031, 0.024, 0.089, 0.057, 0.090, -0.039, -0.593, -0.211, -0.167, 0.040, 0.056, 0.069, 0.044, -0.451, 0.058, 0.025, 0.074, 0.104, 0.100, 0.030, -0.452, 0.069, 0.040, 0.102, 0.098, 0.086, 0.026, -0.439, 0.035, 0.058, 0.079, 0.098, 0.101, -0.214, -0.193, -0.165, 0.688, -0.312, -0.354, -0.221, 0.105, 0.104, 0.102, 0.099, 0.077, 0.098, 0.103, 0.103]}

Entry 2:
{"formula": "C3H9N3O2", "method": "ωB97M-V with the def2-TZVPD basis set", "charge": -2, "e_lumo_ev": 6.939, "gap_ev": 4.59, "e_homo_ev": 2.3, "species": ["C", "C", "C", "N", "N", "N", "O", "O", "H", "H", "H", "H", "H", "H", "H", "H", "H"], "coordinates": [[-0.60893, -1.24978, 0.57956], [-1.41492, 0.94894, -0.30354], [-0.16513, 0.31935, 0.33332], [0.90642, 0.24656, -0.49362], [3.58632, 0.20428, -0.17985], [2.65909, -0.60745, 0.27018], [4.08179, 1.35245, 0.41902], [2.72389, -1.71375, -0.46137], [-0.94380, -1.54724, -0.31392], [0.30930, -1.76358, 0.88888], [-1.41327, -1.38855, 1.31540], [-1.73435, 0.32698, -1.17851], [-1.14482, 2.03323, -0.44346], [-2.31167, 0.73571, 0.24029], [0.01080, 0.81810, 1.36828], [1.10236, 1.24262, -0.70059], [4.06114, -0.01244, -1.17481]], "lowdin_charge": [-0.108, -0.200, -0.669, -0.081, -0.329, -0.199, -0.460, -0.389, -0.015, 0.043, 0.032, 0.054, 0.060, 0.006, 0.106, 0.006, 0.144]}

Entry 3:
{"formula": "C4H12NO3S", "method": "ωB97M-V with the def2-TZVPD basis set", "s2": 0.75, "charge": 0, "e_lumo_ev": [0.421, -2.886], "gap_ev": [10.27, 6.89], "multiplicity": 2, "e_homo_ev": [-9.9, -9.8], "species": ["C", "N", "C", "O", "C", "C", "S", "H", "H", "H", "H", "H", "H", "H", "H", "H", "H", "O", "H", "H", "O"], "coordinates": [[-0.27585, -1.23532, -0.60230], [1.04772, -0.69258, -0.33580], [1.93257, -1.25801, 0.51785], [3.03285, -0.81287, 0.76099], [-1.37778, -0.57540, 0.22577], [-1.51266, 0.92740, -0.00074], [-2.04820, 1.34683, -1.67124], [-0.48293, -1.11616, -1.65987], [-0.26551, -2.31025, -0.38149], [1.32099, 0.12846, -0.84777], [1.56463, -2.18122, 1.00196], [-2.33031, -1.06710, -0.00278], [-1.16504, -0.75341, 1.28140], [-2.22729, 1.36480, 0.70073], [-0.55680, 1.43336, 0.16085], [-0.38688, 1.12019, 2.61161], [0.87254, 0.40255, 2.15399], [0.36578, 0.62249, 2.94386], [1.12866, 2.22450, -1.99493], [0.22065, 1.10606, -2.52129], [1.14284, 1.32566, -2.34079]], "lowdin_charge": [-0.211, 0.029, -0.382, 0.021, -0.257, -0.624, 0.720, 0.098, 0.123, 0.088, 0.140, 0.112, 0.103, 0.061, 0.062, 0.021, 0.008, -0.043, 0.055, -0.049, -0.075]}

Entry 4:
{"formula": "C53H57KN4O6P2SSi", "method": "ωB97M-V with the def2-TZVPD basis set", "charge": -2, "e_lumo_ev": 3.736, "gap_ev": 5.21, "e_homo_ev": -1.5, "species": ["K", "C", "Si", "C", "N", "C", "C", "C", "C", "C", "C", "C", "C", "C", "C", "C", "C", "C", "C", "C", "C", "C", "H", "H", "H", "H", "H", "H", "H", "H", "H", "H", "H", "H", "H", "H", "H", "H", "H", "H", "H", "H", "H", "H", "H", "H", "C", "N", "C", "P", "C", "C", "C", "C", "C", "C", "C", "C", "C", "C", "C", "C", "C", "C", "C", "C", "C", "C", "P", "C", "C", "C", "C", "C", "C", "C", "C", "C", "C", "C", "C", "H", "H", "H", "H", "H", "H", "H", "H", "H", "H", "H", "H", "H", "H", "H", "H", "H", "H", "H", "H", "H", "H", "H", "H", "H", "H", "H", "H", "H", "O", "H", "H", "O", "H", "H", "O", "N", "O", "O", "S", "C", "N", "O", "C"], "coordinates": [[0.97325, -0.51729, -0.48524], [1.26948, 1.75362, 1.95782], [3.12479, 1.32348, 1.83885], [3.97851, 1.21988, 0.12687], [3.49776, 0.14261, -0.74767], [3.97878, -1.19137, -0.35548], [4.29945, -2.06748, -1.56143], [5.38724, -1.38911, -2.39872], [4.98095, 0.05927, -2.77833], [3.61096, 0.40213, -2.18818], [3.69226, -0.21872, 2.78617], [2.84950, -1.19609, 3.31552], [3.35940, -2.34985, 3.90760], [4.72886, -2.53318, 4.00552], [5.59048, -1.55301, 3.51855], [5.07575, -0.41670, 2.91626], [4.11259, 2.69097, 2.74058], [4.29158, 2.64832, 4.12953], [5.12808, 3.54196, 4.78491], [5.81752, 4.50850, 4.06215], [5.64438, 4.58655, 2.68805], [4.79950, 3.68935, 2.04046], [1.16223, 2.65877, 2.56579], [0.72804, 0.96749, 2.49628], [5.07086, 1.16399, 0.29531], [3.77571, 2.16679, -0.37733], [3.23541, -1.69177, 0.28286], [4.89341, -1.10248, 0.24529], [3.40796, -2.24329, -2.16754], [4.63684, -3.04226, -1.20599], [5.58981, -1.97953, -3.29439], [6.31120, -1.37416, -1.81056], [4.91598, 0.16961, -3.86335], [5.73129, 0.77208, -2.42207], [2.85898, -0.19150, -2.71525], [3.36415, 1.45057, -2.36229], [1.77398, -1.08269, 3.24955], [2.67102, -3.10851, 4.25786], [5.12898, -3.43717, 4.44985], [6.66409, -1.68309, 3.59655], [5.76436, 0.33520, 2.54005], [3.77366, 1.88879, 4.70741], [5.25339, 3.47643, 5.85939], [6.48898, 5.19388, 4.56636], [6.17339, 5.34143, 2.11714], [4.67377, 3.76905, 0.96459], [-3.53228, -0.72078, 0.53945], [-4.03812, 0.18702, -0.46993], [-3.01710, 0.98191, -1.13748], [-1.36063, 1.55428, -0.06367], [-2.17912, 2.98346, 0.79715], [-1.44626, 4.04771, 1.34156], [-2.06894, 5.10491, 1.99533], [-3.45153, 5.14316, 2.11114], [-4.19804, 4.09834, 1.58278], [-3.57184, 3.03514, 0.94320], [-0.87184, 2.26877, -1.71524], [-1.20440, 3.56688, -2.09028], [-0.88114, 4.05162, -3.35645], [-0.21910, 3.24422, -4.26920], [0.12230, 1.94424, -3.91116], [-0.20947, 1.46743, -2.65202], [-5.32275, 0.09397, -0.94617], [-5.64691, 0.51965, -2.24874], [-6.94870, 0.45226, -2.71671], [-7.98080, -0.03625, -1.92270], [-7.67232, -0.46040, -0.63433], [-6.37676, -0.39654, -0.14709], [-2.00100, -1.66253, -0.05658], [-2.30416, -3.13086, 1.04237], [-2.65129, -2.95480, 2.38462], [-2.80601, -4.04535, 3.23238], [-2.59948, -5.33264, 2.75907], [-2.23244, -5.52102, 1.43222], [-2.08306, -4.43252, 0.58530], [-2.68325, -2.38023, -1.62179], [-3.97473, -2.89243, -1.75911], [-4.41245, -3.38933, -2.97694], [-3.55662, -3.39539, -4.07634], [-2.26991, -2.89475, -3.95482], [-1.84260, -2.38274, -2.73395], [-4.29686, -1.42752, 0.84289], [-3.21592, -0.16248, 1.42825], [-3.47674, 1.84781, -1.61522], [-2.54687, 0.39156, -1.93638], [-0.37231, 4.05855, 1.21911], [-1.46842, 5.91136, 2.40160], [-3.94050, 5.98120, 2.59452], [-5.27859, 4.10498, 1.66459], [-4.18402, 2.22703, 0.56170], [-1.72557, 4.21500, -1.39638], [-1.15207, 5.06740, -3.62718], [0.02702, 3.61853, -5.25657], [0.65187, 1.30050, -4.60653], [0.08753, 0.45631, -2.39356], [-4.85828, 0.87330, -2.89870], [-7.15775, 0.77184, -3.73162], [-8.99625, -0.08506, -2.29571], [-8.45745, -0.83838, 0.01097], [-6.17786, -0.70954, 0.86990], [-2.78757, -1.95547, 2.78555], [-3.07752, -3.88220, 4.26932], [-2.70588, -6.18414, 3.42261], [-2.04946, -6.52120, 1.05691], [-1.77746, -4.59082, -0.44281], [-4.64585, -2.90347, -0.90693], [-5.42548, -3.76325, -3.07405], [-3.89735, -3.79236, -5.02576], [-1.59290, -2.89179, -4.80124], [-0.83466, -1.98737, -2.65931], [1.40453, -4.19035, -2.51313], [1.39261, -3.36857, -3.03207], [1.09097, -3.91330, -1.64405], [-1.59455, 0.40281, 3.33078], [-1.63791, 1.18329, 2.76366], [-1.05458, -0.22125, 2.82631], [0.72887, -3.33219, 2.13590], [0.53098, -2.45137, 1.29547], [0.63203, -2.68062, 0.05738], [0.23942, -1.26220, 1.64892], [1.89836, -0.66503, -6.41870], [1.59279, -1.19414, -4.88849], [1.40010, -1.55088, -3.78922], [1.36682, 1.84888, -0.37463], [0.59687, 1.99671, 0.57676]], "lowdin_charge": [0.735, -0.180, 0.780, -0.232, -0.274, -0.198, -0.171, -0.180, -0.154, -0.198, -0.242, -0.081, -0.079, -0.101, -0.100, -0.122, -0.231, -0.098, -0.102, -0.117, -0.104, -0.092, 0.073, 0.041, 0.089, 0.075, 0.100, 0.111, 0.088, 0.117, 0.101, 0.097, 0.104, 0.097, 0.070, 0.124, 0.083, 0.100, 0.091, 0.092, 0.102, 0.105, 0.093, 0.089, 0.093, 0.095, -0.310, -0.197, -0.297, 0.993, -0.330, -0.101, -0.100, -0.117, -0.095, -0.080, -0.342, -0.083, -0.103, -0.101, -0.062, -0.109, -0.250, -0.027, -0.112, -0.141, -0.121, -0.043, 1.108, -0.344, -0.095, -0.094, -0.111, -0.090, -0.086, -0.354, -0.092, -0.092, -0.099, -0.068, -0.089, 0.067, 0.067, 0.078, 0.067, 0.088, 0.093, 0.088, 0.094, 0.089, 0.095, 0.088, 0.092, 0.058, 0.040, 0.101, 0.093, 0.080, 0.090, 0.098, 0.092, 0.095, 0.089, 0.096, 0.111, 0.105, 0.094, 0.091, 0.106, 0.065, -0.096, -0.042, -0.011, -0.071, 0.004, -0.010, 0.038, -0.573, -0.226, -0.235, 0.362, -0.996, 0.026, -0.215, -0.521]}

no.,energy (eV)
1,-52545.654
2,-11812.813
3,-22809.577
4,-127746.386